[1]
Entry from the Open Molecules 2025 dataset: an isolated molecule of C9H9NOSe (ωB97M-V with the def2-TZVPD basis set).

## Properties
Kohn-Sham gap (spin up / spin down)   6.84 / 6.84 eV
2S+1   1
Molecular weight   226.14 g mol⁻¹
SMILES   CO[C@H](C#N)[C@H]1C=CC=CC1=[Se]
Relative energy (zero: lowest compared OMol25 entry of this formula, charge and spin)   54.7 kcal per mole
Calculated total energy   -78358.7349 eV
Max |F|   5.12 eV/Å

Structure (XYZ):
```
21
Properties=species:S:1:pos:R:3:forces:R:3:nbo_charge:R:1
C 1.50627 2.07977 -1.88508 -0.07 2.14 -1.52 -0.26
O 1.16358 1.41633 -0.73125 -0.36 -0.27 0.75 -0.52
C -0.10427 0.97628 -0.52712 -0.38 -2.44 1.46 0.05
C -0.54657 1.28514 0.84886 -0.23 0.58 0.82 0.27
N -0.89638 1.39660 1.94151 0.17 0.42 -0.78 -0.30
C -0.08374 -0.63875 -0.60249 -0.49 0.03 1.27 -0.37
C 0.88203 -0.93843 0.48990 2.76 1.30 -3.44 -0.11
C 0.55710 -1.17337 1.71654 2.99 -1.52 3.02 -0.26
C -0.75728 -1.48095 2.03685 -2.22 0.29 -4.60 -0.06
C -1.73290 -1.54839 1.02683 2.45 0.52 1.57 -0.29
C -1.43692 -1.22391 -0.33353 -0.34 -0.86 -0.86 -0.11
Se -2.43196 -1.70412 -1.78889 0.25 0.48 1.11 0.00
H 0.68429 2.71003 -2.38902 0.73 -1.17 0.88 0.18
H 1.95414 1.41824 -2.66926 -0.12 0.56 0.75 0.18
H 2.16651 2.82339 -1.41694 0.58 -0.06 -1.32 0.21
H -0.90052 1.27469 -1.14263 -0.70 0.90 -1.60 0.23
H 0.24473 -0.97450 -1.58159 0.17 0.43 -0.12 0.27
H 1.91489 -0.64868 0.19131 -0.70 -0.61 0.54 0.23
H 1.39676 -1.36167 2.48603 -1.55 0.67 -1.16 0.23
H -0.94171 -1.73892 2.98765 -1.19 -0.94 3.26 0.21
H -2.63804 -1.94879 1.34229 -1.76 -0.47 -0.03 0.23
```
Forces are in eV/Å.


[2]
Entry from the Open Molecules 2025 dataset: a structure of composition C13H12CeClNO2 (ωB97M-V with the def2-TZVPD basis set).

## Properties
Kohn-Sham gap (spin up / spin down)   6.68 / 6.62 eV
2S+1   1
Molecular weight   389.81 g mol⁻¹
Relative energy (zero: lowest compared OMol25 entry of this formula, charge and spin)   0.0 kcal per mole
Total charge   +2
Calculated total energy   -44693.8987 eV
Max |F|   4.48 eV/Å

Structure (XYZ):
```
30
Properties=species:S:1:pos:R:3:forces:R:3:lowdin_charge:R:1
Cl 1.57277 2.94869 -1.27609 -0.97 -1.21 0.57 0.28
C -2.63170 1.71789 0.35393 -0.93 0.75 -0.78 -0.16
C -2.99953 0.40895 -0.06945 -0.01 0.48 -1.08 -0.09
C -2.57471 0.23860 -1.43252 -0.37 1.13 0.82 -0.06
H -3.56913 -0.30824 0.51544 0.29 0.05 -0.01 0.15
C -1.96198 1.47875 -1.84253 -1.24 0.38 0.45 -0.39
C -2.02564 2.42438 -0.74096 -0.76 -1.07 -0.42 -0.10
H -1.50594 3.40041 -0.71747 -0.52 -0.53 -0.04 0.16
H -2.92536 2.17664 1.29408 0.31 -0.20 0.01 0.15
H -2.70544 -0.65206 -2.06266 0.17 0.41 0.36 0.16
C -1.10045 1.64338 -3.03483 0.56 0.13 -0.28 -0.02
Ce -0.39024 0.72495 -0.18147 4.35 -0.45 0.97 1.25
C -0.98902 0.06777 2.68163 0.63 -0.76 2.18 0.08
C 1.35847 2.30322 0.93681 2.08 0.73 3.11 -0.36
O -0.87026 -0.29002 3.75362 -0.44 0.87 -2.49 0.18
O 2.12795 2.69493 1.71802 -2.43 -1.04 -2.78 0.12
H -0.64984 0.67795 -3.31790 -0.16 0.18 -0.23 0.11
H -0.28446 2.33920 -2.78279 -0.25 -0.08 -0.40 0.02
H -1.62712 2.04974 -3.91963 0.12 -0.25 0.41 0.14
C 2.94495 -3.27228 1.08065 -0.73 1.15 -0.08 0.03
C 1.96700 -3.33120 0.08555 -0.18 0.16 -0.01 -0.01
C 1.07926 -2.27710 -0.09551 0.40 0.82 0.71 -0.10
N 1.13932 -1.14383 0.67315 0.22 -0.53 0.22 -0.11
C 2.06789 -1.09891 1.69007 -0.61 0.00 -0.85 -0.08
C 2.97897 -2.12762 1.89134 -0.48 -0.08 -0.44 0.01
H 3.65095 -4.07252 1.21821 0.10 -0.15 0.03 0.13
H 1.89057 -4.18970 -0.55517 -0.04 -0.23 -0.15 0.13
H 0.28649 -2.30112 -0.86122 0.44 -0.14 0.23 0.12
H 2.04196 -0.20100 2.32752 0.18 -0.53 -0.39 0.12
H 3.70426 -2.02984 2.67019 0.28 0.03 0.37 0.12
```
Forces are in eV/Å.


[3]
Entry from the Open Molecules 2025 dataset: a cluster of 2 separate species, Br3H3Si2 in total (ωB97M-V with the def2-TZVPD basis set).

## Properties
Kohn-Sham gap   8.50 eV
2S+1   1
Molecular weight   298.91 g mol⁻¹
Relative energy (zero: lowest compared OMol25 entry of this formula, charge and spin)   59.4 kcal per mole
Calculated total energy   -225931.8660 eV
Max |F|   3.15 eV/Å

Structure (XYZ):
```
8
Properties=species:S:1:pos:R:3:forces:R:3:nbo_charge:R:1
Si 0.97367 0.76106 0.20294 0.35 -1.71 -1.41 0.61
Si -0.87070 -0.61350 -0.14533 -0.96 -2.03 2.05 0.60
Br 2.72039 -0.45715 -0.41223 0.09 -0.17 0.22 -0.28
Br -0.83663 -1.67182 -2.10467 0.24 0.07 0.51 -0.25
Br -2.70427 0.53020 -0.11509 -0.70 0.76 -0.08 -0.27
H 1.05957 1.36174 1.42508 0.07 0.30 2.88 -0.15
H 1.14481 1.95323 -0.49970 -0.33 1.30 -1.67 -0.14
H -1.48685 -1.86375 1.64900 1.25 1.47 -2.50 -0.12
```
Forces are in eV/Å.


[4]
Entry from the Open Molecules 2025 dataset: a structure of composition C31H50HgN2O8SSb (ωB97M-V with the def2-TZVPD basis set).

## Properties
Kohn-Sham gap (spin up / spin down)   5.41 / 6.43 eV
2S+1   2
Molecular weight   933.16 g mol⁻¹
Expectation value of S²   0.758
Relative energy (zero: lowest compared OMol25 entry of this formula, charge and spin)   2.3 kcal per mole
Total charge   -2
Calculated total energy   -73862.1797 eV
Max |F|   0.20 eV/Å

Structure (XYZ):
```
94
Properties=species:S:1:pos:R:3:forces:R:3:mulliken_spin:R:1
Hg 0.41917 -0.58223 -0.01326 0.13 -0.08 -0.07 0.46
C 2.23722 0.71506 1.19774 -0.02 -0.09 0.05 0.14
C 1.38665 0.97986 2.34337 -0.06 0.17 -0.01 0.12
C 0.83621 2.26441 2.13444 0.03 -0.13 0.15 -0.01
C 1.37600 2.76123 0.90983 0.06 0.04 -0.05 0.07
C 2.24306 1.84327 0.34382 -0.03 0.10 -0.03 0.06
C 3.07154 2.04382 -0.90994 -0.02 0.00 -0.05 -0.01
C 4.02514 0.87029 -1.13402 0.00 -0.01 0.00 0.00
C 3.89290 3.33370 -0.76938 0.00 -0.01 0.02 0.00
C 2.16375 2.17297 -2.14153 -0.02 -0.01 0.03 0.00
C -0.08574 3.15931 2.97026 -0.03 0.00 0.01 0.00
C -1.24341 2.41580 3.64540 0.00 0.01 0.01 0.00
C -0.75146 4.21571 2.07456 0.00 0.02 -0.01 0.01
C 0.72137 3.93466 4.02793 -0.01 -0.01 -0.03 0.00
C 1.28931 -0.03938 3.48693 0.01 -0.02 -0.01 -0.01
C 1.58279 0.59585 4.85498 0.01 0.01 0.00 0.00
C 2.34770 -1.13888 3.30307 -0.01 -0.01 0.01 -0.01
C -0.06260 -0.77609 3.54490 0.01 -0.01 0.00 0.01
H 2.95130 -0.09138 1.13147 0.00 0.01 0.02 -0.04
H 1.12919 3.71707 0.46851 0.01 -0.01 -0.01 0.01
H 4.71671 0.76000 -0.29405 -0.01 0.00 0.00 0.00
H 4.61635 1.04032 -2.03913 0.00 -0.01 0.00 0.00
H 3.48046 -0.06586 -1.26547 0.00 -0.01 -0.01 0.00
H 4.54784 3.27517 0.10345 0.00 0.00 0.00 0.00
H 3.23899 4.19883 -0.63975 0.00 0.01 0.00 0.00
H 4.50968 3.49728 -1.65967 0.00 0.00 0.00 0.00
H 1.62057 1.24168 -2.31443 0.00 -0.01 0.00 0.00
H 2.75314 2.39203 -3.03919 0.01 -0.01 0.01 0.00
H 1.44073 2.98226 -2.00171 -0.01 0.00 -0.01 0.00
H -1.81803 1.85772 2.90239 0.01 0.01 0.00 0.00
H -1.91386 3.13564 4.12744 0.00 0.00 0.00 0.00
H -0.91256 1.71916 4.40968 0.00 0.00 0.01 0.00
H -1.27442 3.74356 1.24308 -0.03 -0.01 -0.03 -0.01
H -0.02531 4.91684 1.66279 0.00 0.00 0.00 0.00
H -1.47293 4.79322 2.66135 0.00 0.00 0.00 0.00
H 1.21312 3.27153 4.73636 0.01 -0.02 0.01 0.00
H 0.07062 4.61745 4.58732 0.00 0.00 0.00 0.00
H 1.49665 4.52364 3.53329 0.00 0.00 0.00 0.00
H 2.53292 1.13412 4.82564 0.00 0.00 0.00 0.00
H 1.65127 -0.18494 5.61993 0.00 0.00 0.00 0.00
H 0.81121 1.29327 5.16997 -0.01 0.02 0.00 0.00
H 3.35680 -0.72242 3.29466 0.01 -0.01 0.00 0.00
H 2.19129 -1.68970 2.37447 0.01 0.00 0.00 0.03
H 2.27549 -1.85190 4.12997 0.00 0.01 -0.01 -0.01
H -0.91163 -0.09939 3.58207 0.00 0.00 0.00 -0.01
H -0.09883 -1.42756 4.42629 0.00 0.01 -0.01 0.00
H -0.18064 -1.40188 2.65720 0.01 0.00 0.00 0.06
O -2.31011 -1.74918 -3.68175 0.01 0.00 0.00 0.01
C -1.37472 -1.76638 -2.86928 0.04 -0.06 0.12 -0.03
O -1.35558 -1.12266 -1.76852 -0.06 0.01 -0.11 0.01
C -0.19470 -2.68666 -3.15549 -0.04 0.04 -0.04 0.00
C -0.46408 -3.83641 -3.83982 -0.01 -0.01 0.00 0.01
C 0.53485 -4.79183 -4.09993 0.02 0.04 0.01 0.00
C 1.82635 -4.58852 -3.64659 0.01 -0.01 0.01 0.00
C 2.11749 -3.43970 -2.95142 -0.03 -0.02 -0.05 -0.01
C 1.16346 -2.36501 -2.73225 -0.04 -0.02 -0.04 -0.01
O 1.50202 -1.25084 -2.29192 0.00 0.08 0.02 0.01
N 3.47702 -3.31487 -2.45766 0.03 -0.06 0.03 0.00
O 3.67382 -2.69577 -1.43049 0.01 0.01 -0.01 0.00
O 4.37344 -3.88029 -3.08259 -0.01 0.04 0.00 0.00
N 0.22099 -5.99341 -4.81198 -0.01 -0.04 0.07 0.00
O -0.93168 -6.16894 -5.19123 -0.01 0.01 -0.03 0.00
O 1.11367 -6.81435 -5.01482 0.01 0.01 -0.03 0.00
H -1.47407 -4.00218 -4.18698 0.00 -0.01 -0.01 0.00
H 2.59587 -5.32411 -3.82249 0.00 0.00 0.00 0.00
C -1.95033 3.85634 -1.62266 0.02 0.00 0.00 0.01
Sb -1.55793 1.70451 -1.58777 -0.09 0.06 0.08 0.03
C -3.65147 1.23069 -1.75363 0.02 -0.03 0.02 0.00
C -1.22052 1.62188 -3.70242 0.02 -0.02 0.01 0.01
H -2.56498 4.11958 -2.48630 0.01 -0.03 -0.02 0.00
H -1.01162 4.41211 -1.66746 0.00 0.00 0.01 0.00
H -2.47773 4.14893 -0.71370 -0.01 0.02 0.02 0.00
H -4.13175 1.90561 -2.46409 0.02 0.00 -0.02 0.00
H -4.14651 1.31961 -0.78538 0.00 0.00 -0.01 0.00
H -3.71179 0.20370 -2.11365 -0.01 0.00 0.00 0.00
H -1.95517 2.25549 -4.20223 0.00 0.02 0.01 0.00
H -1.34685 0.59285 -4.03269 0.01 -0.01 -0.01 0.00
H -0.21493 1.96803 -3.93882 0.01 -0.01 0.00 0.00
C -3.23575 -4.34054 -1.34810 0.00 0.03 0.02 0.00
C -3.46129 -3.15676 -0.41968 0.08 -0.03 -0.02 0.00
S -2.51375 -3.41558 1.09092 -0.06 0.07 0.12 0.02
O -3.05582 -4.64606 1.75789 0.01 -0.03 -0.04 0.00
C -3.21052 -2.05424 2.06780 -0.01 0.03 -0.06 -0.02
C -3.14922 -0.68160 1.41688 0.01 -0.03 -0.01 0.04
H -3.78660 -4.19590 -2.27719 0.00 0.01 0.00 0.00
H -3.55195 -5.27098 -0.87581 -0.01 -0.01 -0.01 0.00
H -2.17909 -4.42237 -1.60612 0.02 -0.01 0.00 0.00
H -4.51399 -3.03699 -0.14844 0.00 -0.02 0.04 0.00
H -3.06776 -2.24013 -0.86579 -0.05 0.02 -0.02 0.00
H -2.64286 -2.07949 2.99950 0.00 -0.01 0.00 0.00
H -4.23261 -2.37553 2.28585 0.00 0.00 -0.01 0.00
H -2.14203 -0.44936 1.06408 0.01 0.00 0.00 0.05
H -3.43343 0.08759 2.13830 -0.01 -0.01 0.01 0.00
H -3.82152 -0.61543 0.56289 0.01 0.02 0.00 0.00
```
Forces are in eV/Å.